[1]
111
Properties=species:S:1:pos:R:3:forces:R:3 method="wB97M-V/def2-TZVPD" smiles="c1ccncc1.CC(C)=O.CC(C)=O.CC(C)=O.CC(C)=O.CC(C)=O.CC(C)=O.CC(C)=O.CC(C)=O.CC(C)=O.CC(C)=O" relative_energy_kcal_mol=82.7 lumo_energy_ev=0.2 energy_ha=-2179.59434 max_force_ev_per_a=4.6 gap_ev=9.634
C 0.0678 0.5217 1.5262 0.1 0.2 -1.4
C -1.3310 0.3165 1.5941 1.3 0.1 1.3
C -2.0371 0.1928 0.4538 1.3 -0.9 -3.4
N -1.4121 0.1200 -0.7975 -0.1 0.6 0.7
C -0.0799 0.2746 -0.8803 -0.9 0.2 1.8
C 0.6922 0.5036 0.2746 -0.9 -0.4 0.6
H 0.7395 0.7873 2.3291 -0.5 -0.4 0.6
H -1.8449 0.1352 2.5265 0.1 0.5 0.3
H -3.1012 0.0098 0.4288 -0.1 0.1 0.0
H 0.4590 0.2715 -1.8162 -0.5 -0.3 -0.5
H 1.7701 0.5540 0.2304 0.1 0.3 -0.2
C 5.6916 -3.6072 5.4170 -1.3 -0.8 1.9
C 5.1412 -4.1745 6.7330 -3.0 3.1 1.6
C 5.8527 -5.2806 7.4343 0.0 -0.1 0.5
O 4.1355 -3.6061 7.2536 2.9 -2.0 -1.4
H 4.8634 -3.0108 5.0346 0.3 -0.3 -0.5
H 5.9626 -4.5102 4.8700 0.6 0.7 -0.7
H 6.4552 -2.9165 5.7750 0.6 -0.3 -0.6
H 6.9267 -5.1070 7.5011 0.1 -0.2 -0.6
H 5.6000 -6.2034 6.9121 0.4 -0.2 0.0
H 5.5496 -5.3591 8.4783 -0.5 0.0 -0.2
C -9.1466 -0.7802 4.8593 -0.9 -0.1 -0.2
C -9.9436 -1.3921 6.0094 1.3 0.2 -0.9
C -9.2025 -1.7194 7.3151 -1.5 0.1 0.2
O -11.1167 -1.5734 5.8415 -0.7 -0.4 0.7
H -8.6749 0.1479 5.1823 0.7 -0.4 -0.1
H -9.8265 -0.5193 4.0482 -0.4 0.1 0.3
H -8.5604 -1.5676 4.3857 0.9 0.3 0.5
H -10.0318 -1.9331 7.9894 0.1 0.0 0.3
H -8.6840 -0.8332 7.6811 0.2 -0.1 -0.1
H -8.5768 -2.6114 7.3470 0.2 0.2 -0.6
C -1.9442 -0.9003 -8.0746 0.5 -0.5 -0.6
C -1.8933 0.3839 -8.8227 3.2 1.4 -0.9
C -3.0546 0.7226 -9.7324 -0.2 0.0 0.8
O -0.8305 1.0413 -8.8389 -2.7 -1.1 0.1
H -0.9481 -1.1842 -7.7350 -0.2 0.6 0.9
H -2.0432 -1.6493 -8.8603 -0.9 -0.3 -0.1
H -2.7749 -0.9288 -7.3694 0.2 -0.3 0.1
H -2.7540 0.7858 -10.7782 0.1 0.1 0.2
H -3.4649 1.6767 -9.4016 0.0 0.1 -0.2
H -3.8290 -0.0348 -9.6102 -0.1 0.1 -0.2
C 4.5105 -3.7078 -6.3100 0.2 -0.1 -1.0
C 3.8183 -4.1890 -7.5869 -1.1 -0.2 -0.3
C 2.5390 -4.9712 -7.3700 -0.4 0.1 0.6
O 4.1233 -3.9012 -8.7258 0.7 0.1 0.9
H 4.3655 -4.3932 -5.4750 0.3 -0.2 -0.2
H 4.0781 -2.7700 -5.9612 -0.1 0.2 -0.3
H 5.5480 -3.5398 -6.5991 0.1 0.0 0.5
H 2.0719 -4.5625 -6.4740 -0.3 0.2 0.0
H 2.6345 -6.0237 -7.1030 0.5 -0.1 -0.3
H 1.8812 -4.8647 -8.2326 0.1 -0.1 0.1
C -8.0059 -2.1057 -4.2008 0.4 1.7 0.0
C -8.2520 -1.4143 -2.8778 0.6 -2.7 3.3
C -8.6104 0.0230 -2.9189 0.0 0.5 0.6
O -8.0524 -2.0098 -1.7892 -0.6 1.6 -2.8
H -8.8298 -2.7419 -4.5243 0.3 -0.1 0.1
H -7.0006 -2.5271 -4.2006 -0.4 -0.7 0.2
H -7.8980 -1.2426 -4.8576 -0.3 -0.3 -0.8
H -9.4835 0.2336 -3.5365 0.2 0.0 -0.2
H -7.7120 0.5046 -3.3049 -0.1 0.4 -0.4
H -8.7671 0.4218 -1.9167 -0.1 -0.2 0.0
C -2.7996 -5.7929 -0.9237 -1.5 -0.5 0.3
C -1.4777 -6.3634 -1.0755 3.0 -1.5 2.1
C -0.5525 -5.5710 -1.9506 -0.2 0.3 -0.5
O -1.0399 -7.3009 -0.3856 -1.1 1.5 -1.6
H -2.7429 -4.8147 -0.4461 0.0 0.2 -0.3
H -3.3937 -6.4487 -0.2872 -0.2 0.1 -0.1
H -3.2041 -5.7366 -1.9343 -0.5 0.4 0.2
H 0.2200 -6.1927 -2.4032 0.0 0.2 0.1
H -0.1384 -4.7653 -1.3445 0.4 -0.3 0.3
H -1.1090 -4.9883 -2.6847 0.0 -0.4 -0.4
C 7.3227 5.6237 5.4615 0.7 -0.3 0.2
C 6.7637 4.2432 5.2247 -2.5 -0.1 -1.3
C 7.0123 3.0946 6.1411 0.6 0.3 0.7
O 5.9441 4.0950 4.3109 1.4 0.3 1.0
H 6.6228 6.2072 6.0597 -0.3 0.0 -0.4
H 7.5070 6.0506 4.4757 -0.2 0.3 0.2
H 8.2339 5.6597 6.0586 0.2 -0.3 -0.1
H 6.9610 3.4216 7.1796 -0.2 0.2 0.1
H 8.0603 2.8072 6.0556 0.0 -0.5 -0.2
H 6.2955 2.2894 5.9802 0.3 0.0 -0.2
C 8.9255 2.0879 -1.3628 -0.4 -0.4 -0.5
C 7.5760 2.4359 -1.9583 -2.0 -1.2 -0.8
C 7.3002 3.9204 -1.8990 -0.6 0.6 -0.6
O 6.7811 1.6547 -2.5348 2.6 1.9 1.8
H 9.5926 2.6214 -2.0399 0.5 -0.3 0.0
H 9.1115 1.0139 -1.3600 0.1 0.1 -0.1
H 9.1090 2.5179 -0.3781 -0.3 0.0 0.0
H 6.4887 4.1709 -2.5823 0.1 -0.1 -0.1
H 8.1804 4.4997 -2.1778 0.1 -0.1 -0.1
H 6.9856 4.3381 -0.9426 0.1 -0.5 0.4
C 0.3188 2.5941 7.7614 0.0 0.1 0.4
C -0.0157 3.0768 9.1689 1.6 -1.4 -0.7
C 1.1483 3.7110 9.9582 -1.8 0.6 0.2
O -1.0759 2.8043 9.6488 -0.7 0.4 0.8
H 0.3559 3.4659 7.1083 0.2 -0.2 -0.3
H -0.4081 1.8567 7.4208 -0.2 0.3 0.0
H 1.2819 2.0850 7.7981 0.2 0.3 -0.2
H 0.6025 4.4257 10.5741 0.3 0.5 0.1
H 1.8783 4.2127 9.3230 0.1 -0.3 0.2
H 1.5480 3.0299 10.7095 0.3 -0.3 -0.5
C -2.0567 6.7036 -6.5349 -0.9 -0.9 0.4
C -3.1755 6.0476 -5.6816 0.7 1.8 1.2
C -2.7675 5.3956 -4.2766 -0.8 0.1 -1.4
O -4.3185 6.2434 -6.0233 0.2 -0.9 0.5
H -1.7162 7.6441 -6.1018 0.2 -0.3 0.5
H -2.5210 6.9935 -7.4776 0.2 -0.4 -0.1
H -1.2592 5.9673 -6.6342 0.3 0.4 -0.3
H -1.7804 4.9365 -4.3298 -0.2 -0.1 0.0
H -3.5587 4.6932 -4.0143 0.2 -0.4 -0.2
H -2.7758 6.0732 -3.4229 0.1 0.6 -0.4

---

[2]
121
Properties=species:S:1:pos:R:3:forces:R:3 method="wB97M-V/def2-TZVPD" lumo_energy_ev=-2.1 energy_ha=-5678.96000 max_force_ev_per_a=2.2 total_charge=+1 gap_ev=9.464
C -4.8620 -1.0889 -2.2375 -0.2 0.4 0.0
C -4.9744 -0.2306 -0.9769 -0.1 0.2 -0.7
O -3.6364 0.1504 -0.5768 -0.2 -0.7 0.7
C -3.3523 0.8099 0.6362 0.9 0.1 -0.3
C -3.9545 2.2836 0.6339 -0.1 0.2 -0.3
F -3.1533 3.0937 1.3865 -0.3 -0.1 -0.1
F -3.8280 2.6960 -0.6586 0.1 -0.1 0.3
C -5.3983 2.6906 1.0654 0.1 0.1 0.5
F -5.4209 2.7278 2.4253 -0.1 -0.2 -0.4
F -6.3502 1.8569 0.6203 0.2 0.0 0.0
C -5.8110 4.1175 0.5805 -0.1 -0.2 0.1
F -5.9168 4.1637 -0.7410 -0.1 0.0 -0.1
F -7.0022 4.3761 1.1104 -0.1 0.1 0.0
F -4.9483 5.0372 0.9876 0.1 0.1 0.0
C -1.8320 1.0795 0.4716 0.1 -0.1 -0.3
C -0.8738 -0.1405 0.5299 -0.5 1.0 0.5
P 0.6998 0.4339 1.3677 1.5 -1.6 0.5
O 0.0942 1.2681 2.6460 -0.3 0.5 -0.4
O 1.3305 1.4688 0.2939 -1.0 0.3 -0.3
C -1.4360 -1.5088 1.0189 0.7 -0.7 -1.3
C -0.4875 -2.2650 1.9679 -0.4 0.3 0.3
C 0.8077 -2.8120 1.3756 0.4 -0.3 0.3
C 1.6122 -3.5378 2.4708 0.1 0.2 -0.5
C 2.1323 -2.6220 3.5726 0.2 -0.4 0.4
C 2.5009 -3.3683 4.8561 -0.4 0.2 0.2
C 1.3228 -4.0667 5.5493 0.5 -0.4 0.0
O 0.0676 -3.4585 5.1945 0.1 0.1 -0.2
C -1.0002 -4.1818 5.6482 -0.4 0.1 0.8
C -1.6120 -5.1399 4.6678 -0.1 -0.1 -0.3
O -1.4434 -4.0322 6.7519 0.2 0.1 -0.4
C -1.6311 -2.3900 -0.2500 -0.5 -0.1 0.0
C -2.0738 -3.8335 -0.0051 0.1 -0.2 -0.4
C -2.3134 -4.5789 -1.3318 0.2 0.1 0.3
C -3.7181 -4.3276 -1.8238 -0.4 0.1 0.2
O -4.6640 -4.2626 -1.0820 0.4 0.3 -0.3
O -3.8598 -4.0867 -3.1456 -0.3 -0.5 0.0
N -2.8843 -1.4324 1.6083 0.0 0.4 0.2
N -3.1405 -2.2901 2.7093 -0.4 -0.1 0.3
C -3.4899 -0.0469 1.9277 -0.9 0.1 0.4
Br -5.3529 -0.4523 2.4111 0.2 0.2 -0.4
C -2.7573 0.5672 3.1667 -0.5 -0.2 0.3
N -3.5147 0.5718 4.4074 0.2 -0.1 -0.2
H -3.8229 -1.3035 -2.4752 0.0 -0.2 0.1
H -5.2696 -0.5548 -3.0944 0.1 0.0 0.0
H -5.4371 -2.0035 -2.1346 0.2 -0.2 0.0
H -5.5053 -0.7607 -0.1981 0.1 0.0 0.2
H -5.5173 0.6763 -1.2320 -0.1 0.1 0.2
H -1.7443 1.5275 -0.5170 0.0 0.0 0.0
H -1.5088 1.8253 1.1832 0.0 0.0 0.1
H -0.5115 -0.2941 -0.4853 0.0 -0.2 -0.1
H 0.8395 1.4333 3.2375 -0.1 0.1 0.1
H 0.7120 1.9643 -0.2673 0.2 0.2 0.1
H -0.2689 -1.6357 2.8339 0.1 0.0 0.0
H -0.9989 -3.1302 2.3814 0.0 -0.1 0.0
H 1.4497 -2.0428 0.9569 -0.1 0.2 -0.1
H 0.6140 -3.5446 0.5934 -0.2 0.1 -0.1
H 2.4769 -3.9851 1.9747 0.0 -0.1 0.1
H 1.0216 -4.3678 2.8610 -0.1 0.0 0.2
H 3.0346 -2.1225 3.2192 -0.1 0.2 -0.1
H 1.4093 -1.8606 3.8551 0.0 0.1 -0.1
H 2.9138 -2.6503 5.5654 0.2 0.0 -0.1
H 3.2615 -4.1231 4.6596 0.1 0.0 0.0
H 1.4535 -4.0337 6.6312 -0.1 0.1 0.0
H 1.3023 -5.1281 5.2786 -0.2 0.0 -0.2
H -1.6585 -6.1292 5.1198 0.0 0.0 0.0
H -2.6460 -4.8391 4.4893 0.0 0.0 0.0
H -1.0847 -5.2044 3.7190 0.1 0.1 0.0
H -0.7182 -2.3679 -0.8411 0.2 -0.1 0.1
H -2.3964 -1.9213 -0.8775 0.1 0.2 0.0
H -3.0331 -3.8679 0.5137 0.0 -0.1 0.2
H -1.3338 -4.4012 0.5536 0.0 0.1 0.2
H -2.1892 -5.6476 -1.1523 -0.1 -0.1 -0.1
H -1.5814 -4.2719 -2.0785 0.0 -0.1 0.0
H -3.2729 -4.6628 -3.6537 0.2 0.3 -0.1
H -3.5014 -1.7678 0.8631 0.0 0.0 -0.1
H -2.5189 -2.0808 3.4790 0.1 0.1 0.0
H -3.0202 -3.2507 2.4235 0.0 0.0 -0.1
H -1.8813 -0.0533 3.3332 0.4 0.3 -0.2
H -2.4562 1.5685 2.9029 0.3 0.0 -0.1
H -3.8878 1.4899 4.6034 -0.1 0.0 0.0
H -2.9163 0.3099 5.1772 -0.1 0.0 0.1
C 1.8281 3.4420 -2.7557 0.1 0.0 0.1
C 2.1032 4.3975 -1.5981 -0.1 -0.1 0.0
C 1.0643 5.5088 -1.4531 0.0 0.0 0.0
C 0.9590 6.4513 -2.6531 0.0 0.0 0.0
C 2.2624 7.1534 -3.0308 0.0 0.1 0.1
C 2.8099 8.0559 -1.9288 0.0 -0.1 -0.1
H 1.8364 3.9608 -3.7141 0.0 0.0 0.0
H 2.5833 2.6557 -2.8016 0.0 0.0 0.0
H 0.8494 2.9627 -2.6430 0.0 0.0 -0.1
H 3.1010 4.8251 -1.7185 0.0 0.0 0.0
H 2.1325 3.8262 -0.6658 0.1 0.0 0.0
H 1.2892 6.0865 -0.5530 0.0 0.0 0.0
H 0.0800 5.0566 -1.2814 0.0 0.0 0.0
H 0.1996 7.2076 -2.4336 0.0 0.0 0.0
H 0.5880 5.8998 -3.5214 0.0 0.0 0.0
H 2.0817 7.7546 -3.9246 0.0 0.0 0.0
H 3.0203 6.4167 -3.3113 0.0 0.0 0.0
H 2.0849 8.8277 -1.6634 0.0 0.0 0.0
H 3.7238 8.5540 -2.2524 0.0 0.0 0.0
H 3.0486 7.4932 -1.0248 0.0 0.0 0.0
C 4.6228 -0.0962 -1.9468 -0.1 0.0 -0.1
C 4.8723 -1.0862 -3.0814 0.0 0.0 0.1
C 6.3524 -1.2751 -3.4092 0.0 0.0 0.0
C 7.0683 -0.0108 -3.8877 0.0 0.0 0.0
C 6.4536 0.6474 -5.1221 0.1 0.0 -0.1
C 6.4677 -0.2454 -6.3598 -0.1 0.1 0.0
H 4.9898 0.9008 -2.1939 0.0 0.0 0.0
H 3.5548 -0.0053 -1.7362 0.0 0.0 0.1
H 5.1228 -0.4224 -1.0324 0.0 0.0 0.0
H 4.3279 -0.7642 -3.9734 0.0 0.0 0.0
H 4.4536 -2.0582 -2.8043 0.0 0.0 0.0
H 6.4500 -2.0590 -4.1646 0.0 0.0 0.0
H 6.8677 -1.6502 -2.5194 0.0 0.0 0.0
H 8.1103 -0.2644 -4.1033 0.0 0.0 0.0
H 7.1020 0.7208 -3.0757 0.0 0.0 0.0
H 7.0114 1.5614 -5.3384 0.0 0.0 0.0
H 5.4278 0.9630 -4.9099 0.0 0.0 0.0
H 7.4879 -0.5371 -6.6156 0.0 0.0 0.0
H 6.0437 0.2740 -7.2196 0.0 0.0 0.0
H 5.8856 -1.1559 -6.2092 0.0 0.0 0.0